Entry 1:
The following is a DFT calculation (the ωB97M-V functional and the def2-TZVPD basis) of a cluster of 7 separate species, C35H39FN7O2 in total in a non-equilibrium geometry.

Geometry as XYZ:
```
84
Properties=species:S:1:pos:R:3:lowdin_charge:R:1
O 10.93058 -1.51435 -2.88010 -0.1194
C 10.82466 -0.57489 -3.71183 -0.7250
O 11.49391 0.47824 -3.56764 -0.0794
C 9.80357 -0.80102 -4.87288 -0.1650
N 9.10736 0.40054 -5.32892 -0.0800
C 8.25051 0.99718 -4.31105 -0.2450
C 6.76330 0.50820 -4.33562 -0.1777
C 6.57561 -1.00159 -4.05488 -0.1647
F 5.15721 -1.24970 -4.15777 -0.1385
H 10.39928 -1.17182 -5.74732 0.1173
H 9.14260 -1.63855 -4.57862 0.0891
H 9.72921 1.07158 -5.76125 0.0980
H 8.21778 2.09421 -4.52798 0.1165
H 8.63018 0.90355 -3.26607 0.1210
H 6.24780 1.03969 -3.49412 0.1096
H 6.26422 0.85584 -5.26403 0.1080
H 7.04936 -1.66360 -4.80216 0.1058
H 6.83317 -1.24933 -3.00426 0.1259
N 1.58824 -4.57869 -1.46564 0.0448
C 1.56926 -4.05869 -0.23535 -0.1975
C 2.38674 -3.01860 0.17554 -0.0738
C 3.28087 -2.48725 -0.74024 -0.0697
C 3.32153 -3.01076 -2.02246 -0.0591
C 2.45729 -4.04919 -2.33219 -0.1521
H 0.85578 -4.50993 0.44625 0.0969
H 2.32476 -2.63540 1.18523 0.1006
H 3.93866 -1.67390 -0.45831 0.1074
H 4.00692 -2.62188 -2.76464 0.0823
H 2.44925 -4.48952 -3.32357 0.1008
N -1.10851 -1.66271 0.51921 0.0662
C -2.04159 -0.81512 0.96146 -0.1519
C -3.39989 -0.97715 0.73665 -0.0770
C -3.81632 -2.07950 0.00791 -0.0878
C -2.86653 -2.97142 -0.46266 -0.0700
C -1.53268 -2.71919 -0.17950 -0.1455
H -1.66758 0.03389 1.52382 0.1030
H -4.11248 -0.25886 1.12174 0.0883
H -4.86939 -2.24155 -0.19070 0.1015
H -3.15243 -3.84350 -1.03582 0.1009
H -0.75528 -3.38925 -0.52340 0.0709
N -5.39072 3.00249 2.06363 0.0536
C -5.72459 2.42242 0.90714 -0.1755
C -6.99675 1.95328 0.61844 -0.0814
C -7.98072 2.08948 1.58569 -0.0840
C -7.65829 2.68580 2.79282 -0.0749
C -6.35676 3.12470 2.98090 -0.1572
H -4.92007 2.33568 0.18363 0.0993
H -7.21078 1.49344 -0.33777 0.0972
H -8.98794 1.73545 1.40167 0.0746
H -8.39911 2.80892 3.57150 0.0890
H -6.05984 3.60018 3.90643 0.0744
N -7.51735 4.76466 5.49015 0.0547
C -7.11470 4.28361 6.66925 -0.1434
C -7.75072 4.55370 7.87088 -0.0720
C -8.86724 5.37304 7.85115 -0.0834
C -9.30284 5.88541 6.63982 -0.0753
C -8.59684 5.55070 5.49505 -0.1469
H -6.23458 3.64960 6.63480 0.1064
H -7.38073 4.13362 8.79667 0.1017
H -9.39218 5.60952 8.76896 0.1045
H -10.17053 6.52937 6.58386 0.0998
H -8.90149 5.92460 4.52287 0.1063
N -11.50079 1.85780 2.24424 0.0555
C -12.42830 2.70862 2.69049 -0.1497
C -13.78793 2.55193 2.47228 -0.0747
C -14.21241 1.45143 1.74590 -0.0828
C -13.26851 0.55589 1.27095 -0.0732
C -11.93328 0.80339 1.54784 -0.1530
H -12.04787 3.55610 3.25092 0.1021
H -14.49490 3.27297 2.86065 0.1006
H -15.26660 1.29341 1.55234 0.1049
H -13.56070 -0.31494 0.69937 0.1015
H -11.15801 0.12840 1.19979 0.1025
N 15.35698 -4.06999 -4.06266 0.0306
C 15.75149 -4.54752 -2.87959 -0.1938
C 15.11007 -4.26920 -1.68343 -0.0989
C 13.99478 -3.44352 -1.71216 -0.0736
C 13.56462 -2.93269 -2.92514 -0.0430
C 14.27782 -3.27729 -4.06468 -0.1464
H 16.62975 -5.18577 -2.90634 0.0878
H 15.47414 -4.68744 -0.75300 0.0883
H 13.46583 -3.20072 -0.79806 0.1057
H 12.69230 -2.28063 -2.98485 0.0664
H 13.97929 -2.90592 -5.03920 0.0999
```

Its LUMO energy is 1.312 eV. Its HOMO energy is -4.475 eV. Its net charge is -1. Its calculated total energy is -1990.74751 a.u. The multiplicity is 1. The value obtained for the max |F| is 2.0 eV/Å.


Entry 2:
The following is a DFT calculation (the ωB97M-V functional and the def2-TZVPD basis) of a cluster of 5 separate species, C19H30N2O9S3 in total in a non-equilibrium geometry.

Geometry as XYZ:
```
63
Properties=species:S:1:pos:R:3:lowdin_charge:R:1
O 0.08961 0.90163 5.37835 -0.2773
S -0.45293 -0.32198 5.88547 0.4974
O -1.40832 -0.96022 5.06508 -0.2630
O 0.73470 -1.27648 6.13392 -0.2746
C 1.16915 -2.33867 5.20278 -0.1921
C 1.98853 -1.69992 4.05626 -0.0499
C -0.98008 -0.08385 7.52450 -0.1319
H 0.36054 -3.09574 4.91236 0.1387
H 1.80798 -2.97816 5.84757 0.1179
H 2.30285 -2.46955 3.32954 0.0752
H 2.82879 -1.19834 4.47166 0.0729
H 1.34595 -0.95285 3.52344 0.0722
H -0.13273 -0.07077 8.18674 0.0683
H -1.61071 -0.92696 7.82014 0.0742
H -1.68944 0.76765 7.59898 0.0929
C 3.44369 -2.42882 -0.82185 -0.0660
C 2.85360 -1.17634 -0.77134 -0.0493
C 1.72745 -0.94048 0.04104 -0.0002
C 1.26540 -1.90564 0.87283 -0.1722
C 1.79913 -3.18644 0.83290 -0.0152
C 2.87526 -3.40779 -0.01666 -0.0724
N 0.04223 -1.69973 1.68665 -0.3336
O -0.24268 -0.51556 1.87369 0.0393
O -0.58199 -2.67074 2.07456 0.0920
H 4.35467 -2.64912 -1.45008 0.1289
H 3.22700 -0.34494 -1.37275 0.1098
H 1.30430 0.05678 0.07070 0.1012
H 1.44937 -4.00086 1.36388 0.0971
H 3.31522 -4.38242 0.01073 0.0991
C -0.20360 1.48250 -6.67769 -0.1064
C 0.61911 1.33770 -5.64424 -0.0962
C 0.40319 0.38431 -4.65157 -0.0037
C -0.66863 -0.48575 -4.81002 -0.1139
C -1.56478 -0.32831 -5.92940 0.0177
C -1.30602 0.66774 -6.88818 -0.0505
N -0.98938 -1.54479 -3.80621 -0.3646
O -0.48738 -1.54862 -2.70888 0.0690
O -1.76625 -2.40179 -4.14987 0.0716
H -0.13481 2.37659 -7.26437 0.1089
H 1.46686 2.02065 -5.45435 0.1291
H 1.15934 0.37680 -3.83458 0.1257
H -2.33066 -1.09775 -6.03053 0.1118
H -2.01899 0.91039 -7.64157 0.0992
C -2.97209 0.16016 -1.22498 -0.2582
S -2.27284 1.34887 -0.09921 0.7694
O -2.61383 2.66454 -0.64920 -0.5481
C -3.28483 0.87520 1.31660 -0.2572
H -2.72077 0.49660 -2.23922 0.0516
H -4.05039 0.20874 -1.16588 0.0506
H -2.64754 -0.85403 -1.03557 0.0537
H -4.37360 0.80882 1.10694 0.0639
H -3.12205 1.57372 2.15166 0.0624
H -2.96129 -0.13859 1.57192 0.0461
C -0.24879 3.66506 -2.44600 -0.2866
S 0.77142 2.68478 -1.40260 0.7676
O 2.08739 2.58429 -2.16601 -0.5766
C 1.07344 3.86849 -0.10832 -0.2584
H -1.07831 4.09478 -1.83112 0.0546
H -0.79504 3.05680 -3.14626 0.0340
H 0.37442 4.40054 -2.99602 0.0764
H 0.14897 4.11986 0.48675 0.0836
H 1.52906 4.74799 -0.52963 0.0515
H 1.79217 3.44003 0.56646 0.0428
```

Its LUMO energy is -0.359 eV. Its HOMO energy is -8.608 eV. Its calculated total energy is -2722.91909 a.u. The multiplicity is 1. The value obtained for the max |F| is 3.4 eV/Å.


Entry 3:
The following is a DFT calculation (the ωB97M-V functional and the def2-TZVPD basis) of a cluster of 3 separate species, C6H10O in total.

Geometry as XYZ:
```
17
Properties=species:S:1:pos:R:3:lowdin_charge:R:1
C -1.37966 -0.69951 -0.36599 0.0814
C -0.43140 0.01516 0.46187 -0.7298
O -0.61390 -0.14843 1.73851 -0.1279
C 0.08351 1.38755 -0.02065 -0.1012
C 1.53959 1.16762 -0.32303 -0.0803
C 1.86538 -0.11863 -0.39673 -0.0958
C 0.72860 -1.07723 -0.18774 -0.0655
H -1.64836 -1.70581 -0.05855 0.0956
H -1.54655 -0.45233 -1.41524 0.1048
H -2.66000 -0.16934 0.82519 0.1106
H -2.12848 -0.10292 1.49739 0.1231
H -0.45285 1.75256 -0.90904 0.1188
H -0.08272 2.10551 0.78739 0.1228
H 2.24046 1.98478 -0.47028 0.1044
H 2.85872 -0.50080 -0.61895 0.1063
H 0.85515 -1.79640 0.62266 0.1234
H 0.53091 -1.62742 -1.11685 0.1091
```

The energy above the lowest of the compared OMol25 structures with the same formula, charge and spin is 109.74 kcal per mole. Its LUMO energy is 0.121 eV. Its HOMO energy is -9.133 eV. Its calculated total energy is -309.66749 a.u. The multiplicity is 1. The value obtained for the max |F| is 0.3 eV/Å.


- Number 1 is which compound?
  C35H39FN7O2